ORCA calculation (ωB97M-V with the def2-TZVPD basis set) on a cluster of 2 separate species, C3H10N in total.

Computed properties:
Energy above the lowest of the compared OMol25 structures with the same formula, charge and spin, eV: 2.1578
2S+1: 1
Net charge: +1
Max |F|, eV Å⁻¹: 2.711
E_LUMO, Ha: -0.2229
Highest occupied orbital energy, Ha: -0.56109

Atoms and positions in Å:
C: -1.828724 1.311157 2.868814
H: -1.152161 1.878705 2.249511
H: -1.800348 1.433447 3.956988
H: -1.555583 0.248402 2.776121
H: -2.880695 1.303047 2.656339
C: -0.068571 -0.474161 -1.771131
C: 2.185118 -1.251269 -1.305122
N: 1.407425 -0.248906 -1.581611
H: -0.606709 0.269811 -1.191868
H: -0.301800 -1.502800 -1.507027
H: -0.305334 -0.336390 -2.819617
H: 1.785993 -1.898361 -0.524863
H: 3.190325 -1.194930 -1.712544
H: 1.931062 0.462248 -2.093989

Forces on the atoms, in the same order (eV/Å):
C -0.0479 -2.0804 1.1019
H -0.2248 0.5842 0.1512
H 0.5545 0.7249 -0.2955
H 0.1356 0.1488 -0.2198
H -0.4089 0.6189 -0.7515
C 0.2279 0.9123 0.7824
C -0.8802 1.9367 1.0286
N 1.0159 -1.9859 -1.5413
H -0.1785 -0.1845 0.1008
H 0.0229 0.1683 0.2657
H 0.2617 0.0903 -0.2003
H 0.2995 -0.9593 -0.8240
H 0.1839 -0.3247 0.6856
H -0.9616 0.3504 -0.2838

ORCA calculation (ωB97M-V with the def2-TZVPD basis set) on a cluster of 2 separate species, C3H10N in total.

Computed properties:
Energy above the lowest of the compared OMol25 structures with the same formula, charge and spin, eV: 2.2244
2S+1: 1
Net charge: +1
Max |F|, eV Å⁻¹: 3.006
E_LUMO, Ha: -0.1590
Highest occupied orbital energy, Ha: -0.48088

Atoms and positions in Å:
C: 1.624597 1.678645 -2.676145
C: 0.914104 1.701913 -1.584589
C: -0.924182 -1.428776 0.709898
N: -0.966751 -0.963272 2.190947
H: 2.589041 1.344583 -2.698475
H: -0.209292 -0.836320 0.182866
H: 1.270502 2.251866 -3.585142
H: -0.043624 2.165697 -1.687485
H: 1.242784 1.363163 -0.615209
H: -0.504903 -2.451259 0.549827
H: -1.838039 -1.125788 0.148525
H: 0.086997 -0.897324 2.448428
H: -1.406534 -1.650330 2.851575
H: -1.393957 0.023227 2.215146

Forces on the atoms, in the same order (eV/Å):
C -1.3615 1.9908 -1.7935
C -0.8697 0.1944 0.3973
C -0.3285 0.0701 -0.6498
N 1.9030 0.4424 -0.7986
H 2.4069 -1.0469 -0.1828
H 0.8603 0.8558 0.1904
H 0.3159 -1.1107 1.0295
H -0.6276 0.1859 0.5211
H 0.1246 -0.2333 0.0735
H -1.1285 0.5516 0.7058
H 0.1899 -1.0378 0.9584
H -2.2908 0.1047 -0.0406
H 0.1442 0.9715 -0.7978
H 0.6618 -1.9386 0.3872

ORCA calculation (ωB97M-V with the def2-TZVPD basis set) on a cluster of 2 separate species, C3H10N in total.

Computed properties:
Energy above the lowest of the compared OMol25 structures with the same formula, charge and spin, eV: 1.5524
2S+1: 2
Net charge: +2
Max |F|, eV Å⁻¹: 9.481
E_LUMO (spin up / spin down), Ha: -0.3499 / -0.5276
Highest occupied orbital energy (spin up / spin down), Ha: -0.81257 / -0.80978
<S²>: 0.75

Atoms and positions in Å:
N: -1.477407 -1.097866 -1.432436
H: -1.918804 -0.791698 -2.297632
H: -0.724428 -0.569512 -0.949058
H: -2.250923 -1.388272 -0.860577
H: -0.936961 -1.975034 -1.512043
C: 1.708203 1.193020 0.487176
C: 0.827248 0.053591 0.893246
C: -0.437932 0.227452 1.030689
H: 1.844513 1.958392 1.308060
H: 2.770607 0.788926 0.175815
H: 1.369353 1.654733 -0.437359
H: 1.238948 -0.905313 0.961980
H: -1.109470 -0.435382 1.506745
H: -0.902945 1.286964 1.125395

Forces on the atoms, in the same order (eV/Å):
N 1.3658 -1.7631 0.5758
H 0.7396 0.5397 -0.5955
H -1.4140 0.7916 -0.8113
H -0.6508 0.2357 1.1052
H -0.5229 -0.2606 -1.1357
C 2.7321 -2.5818 0.0426
C 7.4120 1.7254 -2.1901
C -7.7753 4.4801 3.0602
H -0.3557 -0.2538 -0.6168
H -1.9244 0.7945 1.0893
H -0.7978 0.7485 0.0058
H 0.8408 -1.4782 0.3590
H -0.5682 -1.4447 0.0289
H 0.9186 -1.5333 -0.9176

ORCA calculation (ωB97M-V with the def2-TZVPD basis set) on a structure of composition C3H10N2.

Computed properties:
Energy above the lowest of the compared OMol25 structures with the same formula, charge and spin, eV: 4.7489
2S+1: 1
Max |F|, eV Å⁻¹: 3.067
E_LUMO, Ha: 0.0279
Highest occupied orbital energy, Ha: -0.32279

Atoms and positions in Å:
N: -1.589091 1.015095 -0.685278
C: -1.257465 -0.471978 0.402108
C: 0.113706 -1.009119 -0.018522
C: 1.323570 -0.134639 0.359052
N: 1.581552 1.014636 -0.490320
H: -1.373938 2.006530 -0.576388
H: 0.681803 1.450096 -0.666656
H: -2.075820 -1.079626 0.011138
H: -1.694012 0.682488 0.427360
H: 0.234007 -1.997493 0.461995
H: 0.073069 -1.121029 -1.095968
H: 2.212118 -0.780637 0.364916
H: 1.182367 0.215439 1.410503
H: -1.291794 -0.495210 1.507033
H: 1.879935 0.705450 -1.410974

Forces on the atoms, in the same order (eV/Å):
N -1.3032 -2.1750 -0.0570
C 2.2641 -1.6816 -0.6476
C -0.4156 0.2617 0.1974
C -0.0839 -0.2753 0.7507
N -0.2400 0.0402 -0.1928
H 1.0668 -0.0909 1.4715
H 0.0601 0.1557 0.0021
H 0.1440 0.5249 -0.0314
H -1.4700 2.6518 -0.4593
H -0.1206 0.2243 -0.2107
H 0.1361 -0.2526 -0.2211
H -0.1474 0.2146 0.0362
H 0.1720 -0.1608 -0.6068
H -0.1883 0.6427 -0.1458
H 0.1259 -0.0796 0.1147